{"formula": "C37H55F3N11O3SV", "method": "ωB97M-V with the def2-TZVPD basis set", "species": ["V", "C", "C", "C", "N", "C", "C", "C", "C", "C", "C", "C", "N", "C", "C", "C", "N", "C", "C", "C", "C", "C", "C", "C", "N", "C", "C", "H", "H", "H", "H", "H", "H", "H", "H", "H", "H", "H", "H", "H", "H", "H", "H", "H", "H", "H", "H", "H", "H", "H", "H", "H", "H", "C", "C", "C", "C", "N", "N", "H", "H", "H", "H", "H", "H", "H", "H", "H", "H", "H", "H", "F", "C", "F", "F", "S", "O", "O", "O", "N", "C", "C", "N", "C", "H", "H", "H", "H", "C", "C", "N", "C", "N", "C", "C", "C", "N", "C", "H", "H", "H", "H", "H", "H", "H", "H", "H", "H", "H", "H", "H"], "positions_angstrom": [[-0.69836, -0.92174, 0.32391], [-1.53744, -2.29116, 4.57188], [-2.74054, -2.53430, 3.66360], [-2.84195, -1.63735, 2.41085], [-2.08840, -2.05932, 1.22711], [-2.48664, -3.14363, 0.57233], [-3.56170, -3.96691, 0.95556], [-3.94103, -5.21113, 0.48898], [-3.37010, -6.00455, -0.49554], [-2.39708, -5.61868, -1.40095], [-1.80228, -4.37904, -1.55857], [-1.84890, -3.24573, -0.73713], [-1.30369, -2.08050, -1.07782], [-1.17564, -1.71590, -2.48369], [0.27340, -1.71443, -2.96519], [1.04125, -0.80405, -2.01218], [0.92696, -1.29010, -0.65028], [1.88012, -2.01987, -0.10581], [2.91935, -2.61843, -0.84876], [4.01840, -3.32811, -0.42236], [4.45926, -3.58311, 0.87417], [3.86681, -3.17140, 2.04985], [2.66122, -2.50984, 2.25573], [1.70187, -2.07908, 1.33842], [0.53679, -1.52022, 1.67970], [0.24369, -1.25932, 3.07901], [-0.20766, -2.51349, 3.85278], [-1.61563, -2.98163, 5.41362], [-1.57286, -1.27815, 4.98336], [-3.64721, -2.36991, 4.25101], [-2.72719, -3.58074, 3.35562], [-2.55304, -0.61944, 2.65854], [-3.89903, -1.59331, 2.12597], [-4.19235, -3.57733, 1.74235], [-4.79063, -5.64656, 1.00256], [-3.77010, -7.00416, -0.60496], [-2.10066, -6.37054, -2.12285], [-1.14369, -4.29329, -2.41433], [-1.55734, -0.69278, -2.55477], [-1.80768, -2.35846, -3.09905], [0.32579, -1.31486, -3.97862], [0.68499, -2.72903, -2.96211], [0.55010, 0.17607, -2.03189], [2.08800, -0.68247, -2.29585], [2.82685, -2.52468, -1.92217], [4.64733, -3.71936, -1.21364], [5.37605, -4.15140, 0.96281], [4.41226, -3.41687, 2.95371], [2.43192, -2.32580, 3.29651], [-0.54919, -0.51454, 3.10044], [1.11267, -0.80057, 3.56156], [0.54980, -2.80356, 4.58231], [-0.31162, -3.33740, 3.14229], [5.29683, 2.34498, 1.04392], [3.82377, 2.37471, 1.44742], [3.69752, 1.96472, 2.92315], [3.25466, 3.78165, 1.26984], [3.12101, 1.44510, 0.54037], [1.77132, 1.13899, 0.87720], [5.83538, 3.15211, 1.53899], [5.40597, 2.46589, -0.03447], [5.75933, 1.39886, 1.33525], [4.41682, 2.52556, 3.51887], [3.91013, 0.89905, 3.04718], [2.70000, 2.18154, 3.30945], [3.67670, 4.44849, 2.02145], [2.16864, 3.78200, 1.37748], [3.49888, 4.17124, 0.28090], [3.62308, 0.56207, 0.54350], [1.19855, 1.94178, 0.64350], [1.67306, 0.97262, 1.87718], [-2.22476, 1.48851, 3.44649], [-1.45757, 2.36985, 2.78999], [-0.18892, 2.16473, 3.18420], [-1.81699, 3.59244, 3.12964], [-1.55386, 2.15355, 0.94537], [-0.53220, 3.04665, 0.51129], [-2.91595, 2.38829, 0.61048], [-1.17766, 0.70322, 0.83717], [-5.85975, 0.21353, -1.06863], [-5.59149, 0.12012, -2.40939], [-4.28972, -0.27262, -2.49379], [-3.75598, -0.42399, -1.23548], [-4.72554, -0.11975, -0.40938], [-6.73328, 0.50307, -0.66614], [-6.32581, 0.33682, -3.16376], [-3.71299, -0.45130, -3.38490], [-4.64549, -0.10944, 0.66412], [2.70641, 4.63217, -2.93495], [3.02432, 3.16890, -2.68385], [1.85289, 2.45181, -2.22331], [0.55563, 2.81173, -2.48384], [-0.37683, 1.96836, -2.14987], [-1.75384, 2.34842, -2.44109], [-1.96740, 3.85361, -2.38727], [-0.99522, 4.51033, -3.34697], [0.34813, 4.00494, -3.12069], [1.43517, 4.71920, -3.76333], [3.52716, 5.11181, -3.46832], [2.55239, 5.14827, -1.98502], [3.80204, 3.06510, -1.92685], [3.39149, 2.70747, -3.60963], [1.98616, 1.83008, -1.44304], [-2.40168, 1.84950, -1.72447], [-2.02700, 1.98268, -3.44260], [-1.76008, 4.20014, -1.37669], [-2.99483, 4.11449, -2.64305], [-0.98356, 5.59054, -3.17744], [-1.29478, 4.33523, -4.38861], [1.13563, 5.76171, -3.87905], [1.61884, 4.31060, -4.76660]], "de_lowest_kcal_mol": 26.7, "multiplicity": 2, "e_homo_ev": [-9.66, -9.66], "total_energy_ev": -106465.5630, "charge": 1, "homo_lumo_gap_ev": [6.1, 6.4]}

{"formula": "C37H55F6MgNO3S2Si2Te", "method": "ωB97M-V with the def2-TZVPD basis set", "species": ["Mg", "O", "S", "C", "C", "C", "C", "S", "O", "C", "C", "C", "C", "C", "C", "C", "C", "C", "C", "C", "C", "H", "H", "H", "H", "H", "H", "H", "H", "H", "H", "H", "H", "H", "H", "H", "H", "H", "H", "C", "C", "O", "C", "F", "F", "F", "C", "F", "F", "F", "H", "H", "H", "C", "Si", "C", "C", "C", "Te", "C", "Si", "C", "C", "C", "H", "H", "H", "H", "H", "H", "H", "H", "H", "H", "H", "H", "H", "H", "H", "H", "H", "H", "H", "H", "H", "H", "C", "N", "C", "C", "C", "C", "C", "C", "C", "C", "H", "H", "H", "H", "H", "H", "H", "H", "H", "H", "H", "H"], "positions_angstrom": [[0.54976, 0.93859, 1.16871], [0.19258, 0.19034, 3.06505], [1.15624, -0.86851, 3.61348], [0.40497, -2.48713, 3.35053], [-1.01671, -2.73901, 3.83289], [-2.08611, -1.96899, 3.05299], [-2.22639, -2.46791, 1.61012], [-2.25301, -1.16225, 0.37676], [-0.90396, -0.49982, 0.49360], [-3.47928, -0.14372, 1.15352], [-4.79479, -0.58756, 1.07503], [-5.78354, 0.12900, 1.72555], [-5.45309, 1.28000, 2.43491], [-4.13938, 1.72366, 2.47947], [-3.13833, 1.00943, 1.83207], [0.95391, -0.75577, 5.37617], [0.04449, 0.14274, 5.90798], [-0.07013, 0.23979, 7.28996], [0.72095, -0.54735, 8.11417], [1.63964, -1.43422, 7.56411], [1.76677, -1.53625, 6.18857], [1.11791, -3.15860, 3.83629], [0.50445, -2.63181, 2.27042], [-1.09749, -2.49518, 4.89430], [-1.19481, -3.81420, 3.73912], [-1.81842, -0.91255, 3.05425], [-3.04337, -2.05116, 3.56697], [-3.13232, -3.05254, 1.43778], [-1.37549, -3.07427, 1.29052], [-5.04594, -1.47962, 0.51056], [-6.81190, -0.20382, 1.67386], [-6.22835, 1.83805, 2.94359], [-3.88375, 2.63199, 3.00848], [-2.11187, 1.35920, 1.83941], [-0.55274, 0.75444, 5.24529], [-0.77581, 0.93825, 7.72022], [0.63324, -0.46200, 9.18938], [2.26662, -2.03711, 8.20757], [2.49675, -2.21052, 5.75427], [-0.37163, 4.22254, -1.30449], [-0.10728, 3.67093, 0.09325], [-0.20586, 2.31585, 0.14500], [1.32051, 4.09735, 0.51082], [1.60622, 3.71072, 1.77101], [2.21726, 3.51669, -0.29103], [1.52073, 5.42233, 0.44885], [-1.14601, 4.29987, 1.05217], [-2.38294, 3.96914, 0.64828], [-1.09926, 5.63891, 1.09816], [-1.02823, 3.86091, 2.32380], [0.37061, 3.80771, -1.98521], [-0.32929, 5.31043, -1.33042], [-1.35489, 3.88377, -1.62602], [2.59605, 2.11612, -3.36381], [1.95668, 1.14803, -4.82406], [2.70569, -0.55420, -4.85568], [2.39579, 2.08009, -6.37974], [0.09610, 0.98406, -4.74550], [-0.53218, 0.31675, -2.82146], [-2.62398, 0.20969, -3.28792], [-3.16066, -1.35536, -4.14680], [-2.27905, -1.64267, -5.75990], [-2.83659, -2.80256, -3.02102], [-4.99233, -1.22683, -4.49246], [3.68440, 2.03188, -3.29393], [2.17858, 1.77931, -2.40897], [2.35294, 3.17831, -3.46602], [3.79267, -0.50389, -4.74918], [2.48236, -1.06660, -5.79570], [2.31450, -1.16714, -4.03608], [3.47944, 2.19609, -6.47303], [1.95420, 3.08027, -6.36280], [2.03494, 1.56858, -7.27635], [-0.24355, 0.26093, -5.48842], [-0.38827, 1.94245, -4.94685], [-2.86799, 1.12172, -3.83675], [-3.14103, 0.27065, -2.32373], [-1.21683, -1.84652, -5.60058], [-2.36744, -0.78483, -6.43182], [-2.71384, -2.50980, -6.26458], [-1.77085, -2.86088, -2.78318], [-3.13336, -3.74168, -3.49610], [-3.38976, -2.70883, -2.08186], [-5.20018, -0.38092, -5.15373], [-5.56319, -1.07612, -3.57180], [-5.36981, -2.13080, -4.97860], [3.89370, -2.90036, -1.30952], [2.67625, -2.12644, -1.18118], [1.84359, -2.63539, -0.11381], [2.87439, -0.67647, -1.09388], [3.48149, -0.12277, 0.18518], [4.86030, -0.26386, 0.37452], [5.48444, 0.22992, 1.50904], [4.72103, 0.89679, 2.45922], [3.35508, 1.03377, 2.25446], [2.66658, 0.52832, 1.12975], [3.63732, -3.93240, -1.56183], [4.49914, -2.92113, -0.39009], [4.50599, -2.49708, -2.11799], [1.55679, -3.66825, -0.33216], [0.93538, -2.03069, -0.03797], [2.35531, -2.62221, 0.86573], [1.88737, -0.22281, -1.21966], [3.48449, -0.38646, -1.95425], [5.46081, -0.74885, -0.38869], [6.55418, 0.11793, 1.63923], [5.19029, 1.31921, 3.34127], [2.80148, 1.58311, 3.01892]], "de_lowest_kcal_mol": 6.8, "multiplicity": 1, "e_homo_ev": -7.04, "total_energy_ev": -113366.7002, "homo_lumo_gap_ev": 7.1}